117
Properties=species:S:1:pos:R:3:forces:R:3:mulliken_charge:R:1 method="wB97M-V/def2-TZVPD" e_lumo_ev=-4.38 e_homo_ev=-12.381 total_charge=+1 homo_lumo_gap_ev=8.0
C -0.765 -5.634 -0.871 2.4 1.0 0.5 -0.68
C 0.669 -5.454 -0.775 -1.5 -1.5 0.3 -0.22
N 1.280 -4.367 0.051 -0.5 0.4 -0.9 0.32
C 1.044 -4.267 1.355 -0.4 -0.9 3.9 -0.25
N 0.719 -3.037 2.156 1.2 -1.3 -0.5 -0.38
C -0.356 -3.509 3.125 -0.7 -1.9 -0.2 -0.36
C -0.430 -5.128 2.888 -0.8 1.2 -1.3 -0.09
N 0.970 -5.316 2.392 -0.8 0.6 -3.6 -0.20
H -1.197 -6.643 -0.555 0.6 1.1 -2.0 0.34
H -1.421 -4.774 -1.272 0.7 -1.1 2.2 0.21
H 1.362 -6.161 -1.364 -0.7 0.7 2.0 0.28
H 1.925 -3.673 -0.403 -0.9 -0.5 0.6 0.49
H 1.572 -2.809 2.711 -0.8 0.0 -0.7 0.30
H -1.341 -3.080 2.730 1.3 -0.3 1.3 0.19
H -0.107 -3.409 4.233 -0.3 0.7 -1.8 0.34
H -0.828 -5.777 3.733 1.1 1.0 -1.0 0.44
H -1.091 -5.261 1.951 0.6 -0.2 1.7 -0.13
H 1.258 -6.266 2.110 -0.5 0.6 -0.1 0.37
C -1.198 0.362 1.133 0.0 -0.4 0.3 -0.57
C -1.113 -1.033 0.537 0.4 0.2 -0.1 1.82
O -2.453 -1.367 0.180 -0.5 0.4 0.1 -0.17
S -3.238 -0.012 -0.254 0.2 0.5 0.3 1.04
O -3.212 0.082 -1.685 -0.2 -0.1 0.9 -0.60
O -4.447 0.072 0.508 0.8 -0.3 -0.8 -0.59
O -2.172 1.055 0.343 1.2 -4.0 -0.7 -0.13
H -1.557 0.329 2.164 0.1 0.0 -0.1 0.34
H -0.241 0.884 1.100 -0.2 0.1 -0.1 0.48
H -0.708 -1.761 1.241 -0.3 0.2 -0.3 -1.26
H -0.509 -1.036 -0.376 0.1 0.0 0.1 -0.28
C -1.585 5.713 1.605 0.1 0.7 -0.1 -0.33
C -3.063 5.953 1.339 -0.1 -0.1 0.7 -0.56
O -3.328 5.295 0.100 0.9 -0.2 -0.3 -0.32
S -2.367 3.991 -0.025 -0.8 0.0 0.3 1.10
O -3.111 2.839 0.387 -0.6 4.0 -0.6 -0.53
O -1.670 4.061 -1.274 -0.5 -0.2 0.7 -0.50
O -1.333 4.376 1.167 -0.6 -0.3 -0.4 -0.11
H -0.962 6.389 1.012 0.0 0.0 0.0 0.31
H -1.333 5.821 2.661 0.0 -0.3 -0.1 0.37
H -3.307 7.013 1.273 0.0 -0.2 -0.2 0.34
H -3.684 5.485 2.109 0.1 0.1 0.0 0.30
C 1.767 3.703 -2.770 -0.6 0.0 0.3 0.00
C 1.086 4.684 -3.712 0.0 -0.6 -0.5 -0.30
O 1.619 5.963 -3.366 0.7 -0.1 0.8 -0.27
S 3.151 5.777 -2.861 -0.2 0.0 -0.5 1.04
O 4.025 6.059 -3.960 -0.4 -0.1 1.1 -0.54
O 3.284 6.406 -1.581 0.0 -0.2 -0.9 -0.52
O 3.111 4.168 -2.646 0.1 0.7 -0.4 -0.35
H 1.306 3.725 -1.778 -0.1 0.0 -0.1 0.12
H 1.750 2.683 -3.155 0.2 0.1 0.0 0.29
H 0.001 4.678 -3.606 0.2 0.2 0.1 0.27
H 1.350 4.479 -4.753 -0.1 0.0 0.1 0.28
C 5.863 -5.096 -3.298 0.2 -0.7 -0.5 -0.41
C 4.425 -5.549 -3.500 0.0 0.8 -0.8 -0.13
O 3.977 -5.947 -2.201 0.5 0.2 1.1 -0.29
S 4.714 -5.031 -1.085 1.0 -0.6 -1.0 1.11
O 3.821 -3.966 -0.723 0.6 -0.4 0.2 -0.61
O 5.323 -5.892 -0.119 -0.9 0.9 -0.4 -0.56
O 5.870 -4.418 -2.039 -1.1 0.0 0.8 -0.32
H 6.541 -5.951 -3.230 0.0 0.1 0.0 0.31
H 6.200 -4.429 -4.092 -0.1 0.1 0.3 0.34
H 4.344 -6.375 -4.206 -0.1 -0.1 0.3 0.33
H 3.795 -4.721 -3.837 0.1 -0.2 0.0 0.22
C -5.631 -7.013 3.150 0.0 0.1 0.7 -0.44
C -5.084 -5.594 3.152 -0.8 0.2 -0.2 -0.35
O -3.741 -5.716 2.678 0.4 -0.9 -0.3 -0.21
S -3.663 -6.943 1.618 -0.8 -0.1 0.2 1.17
O -3.749 -6.398 0.295 0.5 -0.6 0.8 -0.56
O -2.613 -7.828 2.028 -0.3 0.8 -0.5 -0.56
O -5.088 -7.625 1.978 0.8 0.7 -0.5 -0.30
H -5.281 -7.573 4.021 -0.1 0.0 0.0 0.30
H -6.721 -7.034 3.120 0.2 -0.1 -0.2 0.32
H -5.103 -5.142 4.144 0.3 -0.1 -0.1 0.33
H -5.633 -4.957 2.452 0.0 0.0 0.1 0.31
C 2.609 0.436 6.125 0.1 -0.3 0.6 -0.42
C 2.691 -0.961 5.529 0.7 0.3 -0.2 -0.47
O 1.348 -1.292 5.172 -0.6 0.3 0.0 -0.31
S 0.567 0.069 4.742 0.6 0.6 0.9 1.06
O 0.592 0.167 3.310 -0.2 -0.2 0.9 -0.50
O -0.641 0.156 5.503 0.6 -0.3 -1.0 -0.66
O 1.638 1.129 5.337 -1.1 -3.7 -0.9 0.03
H 2.249 0.406 7.157 0.1 0.0 0.0 0.28
H 3.567 0.956 6.091 -0.2 0.1 -0.2 0.36
H 3.093 -1.691 6.232 -0.3 0.0 -0.1 0.39
H 3.294 -0.965 4.616 0.1 0.0 0.1 0.28
C -3.559 6.517 -5.120 0.0 0.1 0.6 -0.20
C -3.014 7.937 -5.133 -0.6 0.2 -0.3 -0.35
O -1.667 7.813 -5.588 0.2 -0.9 -0.1 -0.31
S -1.572 6.571 -6.629 -0.2 0.3 -0.2 1.06
O -1.644 7.093 -7.960 0.2 -0.7 1.0 -0.56
O -0.526 5.695 -6.194 -0.6 0.7 -0.4 -0.44
O -3.001 5.889 -6.275 0.6 0.5 -0.3 -0.32
H -3.217 5.971 -4.236 -0.1 0.1 0.0 0.17
H -4.648 6.493 -5.162 0.1 -0.1 -0.2 0.31
H -3.046 8.404 -4.148 0.3 -0.1 -0.1 0.33
H -3.556 8.562 -5.849 0.0 0.0 0.1 0.29
C 2.254 5.461 2.950 -0.5 0.4 -0.2 -0.08
C 2.293 6.436 4.118 0.5 0.3 -0.4 -0.46
O 2.133 5.625 5.283 0.0 -0.9 -0.3 -0.35
S 2.811 4.174 5.015 -0.1 0.6 -0.1 1.12
O 4.127 4.179 5.582 -1.0 -0.5 -0.4 -0.59
O 1.843 3.155 5.311 1.4 3.4 0.0 -0.45
O 2.954 4.302 3.404 0.2 0.0 0.9 -0.30
H 1.227 5.168 2.714 0.0 0.0 0.0 0.04
H 2.730 5.868 2.057 0.1 -0.2 0.1 0.35
H 1.504 7.186 4.060 0.0 -0.2 0.2 0.33
H 3.265 6.934 4.184 -0.1 0.0 -0.1 0.34
C -0.912 -2.921 -3.788 -0.1 0.1 0.5 0.32
C -0.359 -1.505 -3.800 -0.7 0.2 -0.2 -0.13
O 0.982 -1.635 -4.277 0.3 -1.0 -0.1 -0.31
S 1.053 -2.872 -5.326 -0.4 0.4 -0.3 0.96
O 0.965 -2.343 -6.652 0.3 -0.7 1.0 -0.55
O 2.102 -3.759 -4.912 -0.6 0.7 -0.3 -0.48
O -0.375 -3.547 -4.954 0.7 0.5 -0.2 -0.38
H -0.560 -3.475 -2.912 0.0 0.0 0.0 -0.37
H -2.002 -2.939 -3.814 0.1 -0.1 -0.2 0.44
H -0.374 -1.043 -2.813 0.2 0.0 -0.1 0.06
H -0.908 -0.873 -4.504 0.0 0.0 0.1 0.28



22
Properties=species:S:1:pos:R:3:forces:R:3:mulliken_charge:R:1 method="wB97M-V/def2-TZVPD" e_lumo_ev="-4.02 / -4.02" e_homo_ev="-12.769 / -12.769" total_charge=+1 homo_lumo_gap_ev="8.8 / 8.8"
C 0.714 -0.163 -0.219 0.1 1.5 2.7 -0.40
C -0.553 0.864 1.661 0.1 -0.5 -1.6 -0.51
C 1.164 -1.159 -0.936 -0.2 -0.4 -0.1 -0.34
C -2.592 2.080 2.282 -0.4 -1.0 -4.3 -1.29
C -2.848 0.049 0.770 0.5 0.1 1.1 -1.11
C 3.398 -1.557 -1.985 -0.1 -1.9 -0.8 -1.05
C -1.860 0.933 1.575 -0.5 -0.9 -0.9 0.86
N 2.080 -0.887 -2.109 1.7 0.2 0.8 -0.14
H 1.369 0.707 -0.285 -0.8 0.7 -0.5 0.14
H 1.049 -2.223 -0.796 -0.5 -0.1 -0.4 0.36
H -1.872 2.795 2.412 1.2 2.3 1.0 0.45
H -3.055 1.717 3.109 -1.3 -0.7 2.6 0.35
H -3.379 2.413 1.512 1.1 -0.2 1.3 0.33
H -3.049 0.543 -0.212 -0.2 -0.6 0.9 0.31
H -3.735 -0.140 1.436 0.5 0.8 -1.0 0.35
H -2.448 -0.951 0.679 0.4 -0.1 -0.6 0.36
H 3.407 -2.629 -2.042 -1.1 -0.7 0.4 0.39
H 4.040 -1.400 -2.804 0.6 1.3 -1.2 0.41
H 3.875 -1.305 -1.097 0.6 0.8 1.6 0.41
H 0.247 1.401 2.169 -0.1 -0.5 -0.5 0.40
H 1.615 -1.180 -2.960 -0.1 0.3 -0.3 0.33
H 2.433 0.092 -2.163 -1.5 -0.3 -0.1 0.38



19
Properties=species:S:1:pos:R:3:forces:R:3:mulliken_charge:R:1 method="wB97M-V/def2-TZVPD" e_lumo_ev=0.49 e_homo_ev=-9.622 homo_lumo_gap_ev=10.1
C -0.616 1.795 1.619 0.0 0.1 0.1 -1.08
C -0.801 0.287 1.470 0.3 -0.1 0.0 -0.37
C -0.472 -0.059 0.050 1.1 0.5 -0.1 0.00
O 1.308 0.727 -0.230 -1.9 -0.4 0.8 -0.81
C -0.250 -1.406 -0.539 0.6 0.2 -0.5 -0.46
C 0.474 -1.112 -1.918 -0.7 -0.4 0.3 -0.47
O 1.864 -1.083 -1.869 0.3 0.4 0.1 -0.61
H -0.843 2.141 2.627 0.0 0.0 0.0 0.37
H 0.414 2.022 1.344 -0.2 0.2 0.2 0.27
H -1.268 2.327 0.913 0.1 -0.1 0.2 0.29
H -1.851 0.022 1.698 0.3 -0.1 -0.4 0.27
H -0.177 -0.291 2.156 0.0 0.1 0.1 0.32
H -1.184 0.487 -0.603 1.2 0.4 0.0 0.26
H 2.045 0.273 0.252 -1.5 0.1 0.1 0.30
H -1.194 -1.909 -0.807 0.0 0.4 0.4 0.29
H 0.292 -2.055 0.160 0.2 0.0 -0.4 0.31
H 0.092 -0.123 -2.225 0.0 -0.4 -0.2 0.31
H 0.143 -1.853 -2.648 0.2 -0.1 0.0 0.40
H 2.024 -0.190 -1.451 -0.2 -1.0 -0.5 0.43



87
Properties=species:S:1:pos:R:3:forces:R:3:mulliken_spin:R:1 method="wB97M-V/def2-TZVPD" e_lumo_ev="-0.24 / -0.28" e_homo_ev="-6.160 / -7.836" s2=2.01 spin_multiplicity=3 homo_lumo_gap_ev="5.9 / 7.6"
Ti -1.584 0.753 0.012 0.7 -0.4 -0.6 1.75
S -3.686 -0.748 -1.049 0.2 -0.1 -0.1 -0.03
C -2.201 -1.557 -1.299 0.2 0.0 -0.1 0.04
N -1.026 -1.017 -1.018 0.6 -1.3 -0.4 0.06
C 0.033 -1.939 -1.214 -0.4 0.7 0.2 0.04
C 1.378 -1.728 -0.931 0.2 0.0 0.0 -0.02
C 2.290 -2.752 -1.142 -0.1 0.1 0.0 0.00
C 1.875 -3.989 -1.643 0.0 0.1 -0.1 0.00
C 0.539 -4.207 -1.939 0.1 0.0 -0.1 0.00
C -0.368 -3.174 -1.711 0.0 -0.3 -0.1 0.00
S -2.088 -3.180 -1.917 -0.4 -0.4 -0.1 0.01
H 1.720 -0.774 -0.550 0.0 0.0 0.1 0.00
H 3.336 -2.581 -0.905 -0.1 0.0 0.0 0.00
H 2.597 -4.788 -1.788 -0.1 0.1 0.0 0.00
H 0.205 -5.167 -2.323 0.0 0.1 0.1 0.00
C 1.372 1.751 3.940 -0.1 0.2 0.1 0.00
Sb 1.302 0.607 2.148 0.1 -0.2 -0.1 -0.04
C 2.451 -0.991 2.999 0.6 0.2 0.2 0.01
C 3.041 1.674 1.379 0.3 -0.3 -0.3 0.00
C 3.878 0.923 0.364 -0.1 0.2 0.2 0.00
C 4.773 -0.063 0.800 0.0 0.0 0.0 0.00
C 5.537 -0.814 -0.084 -0.1 0.1 0.1 0.00
C 5.419 -0.589 -1.449 -0.1 0.1 0.0 0.00
C 4.562 0.408 -1.898 -0.1 0.1 0.0 0.00
C 3.800 1.185 -1.017 -0.1 0.1 -0.2 0.00
C 2.949 2.301 -1.587 0.3 -0.2 0.4 0.00
Sb 0.833 1.922 -1.629 0.0 -0.4 0.1 0.02
C 1.006 0.703 -3.371 -0.1 -0.1 -0.2 0.00
C 0.373 3.705 -2.691 -0.1 0.3 0.0 0.00
H 2.376 1.655 4.356 0.0 0.0 0.0 0.00
H 0.626 1.384 4.643 0.0 0.1 0.0 0.00
H 1.158 2.799 3.722 0.0 -0.1 0.0 0.00
H 3.281 -0.572 3.586 -0.2 0.0 -0.1 0.00
H 2.843 -1.657 2.222 0.0 0.5 0.4 0.00
H 1.811 -1.577 3.667 0.2 0.2 -0.1 0.00
H 3.609 1.879 2.290 0.1 0.0 -0.1 0.00
H 2.665 2.621 0.996 0.1 0.0 0.0 0.00
H 4.874 -0.234 1.867 0.0 0.0 -0.1 0.00
H 6.222 -1.566 0.294 -0.1 0.1 0.0 0.00
H 5.997 -1.172 -2.157 0.0 0.1 0.0 0.00
H 4.491 0.611 -2.964 0.0 0.0 0.1 0.00
H 3.207 2.473 -2.633 0.1 0.0 0.0 0.00
H 3.088 3.240 -1.041 0.1 -0.1 -0.1 0.00
H 1.287 1.337 -4.215 0.0 -0.1 0.0 0.00
H 0.069 0.186 -3.594 0.1 0.0 0.0 0.00
H 1.780 -0.046 -3.193 -0.1 0.0 0.0 0.00
H 1.224 3.948 -3.327 -0.1 0.1 0.0 0.00
H 0.182 4.533 -2.005 0.0 0.0 -0.1 0.00
H -0.514 3.545 -3.306 0.1 0.0 0.0 0.00
Cl -3.678 5.754 -1.680 0.0 -0.2 0.0 0.00
C -3.289 4.124 -2.148 0.0 0.4 0.3 -0.02
C -3.687 3.630 -3.371 -0.2 0.2 -0.2 0.05
C -3.285 2.351 -3.675 0.1 -0.5 -0.2 -0.02
C -2.566 1.608 -2.752 0.1 0.2 0.1 0.06
N -2.230 2.059 -1.528 -1.0 1.5 -1.1 -0.09
C -2.563 3.347 -1.276 0.1 -0.3 0.1 0.07
H -4.268 4.236 -4.060 0.1 -0.1 0.1 0.00
H -3.526 1.907 -4.633 0.0 0.0 0.1 0.00
H -2.212 0.626 -3.001 -0.1 -0.3 0.0 0.00
H -2.217 3.745 -0.338 0.0 0.0 0.2 0.00
F 1.635 -3.213 2.080 -0.3 -0.7 -0.2 0.00
C 0.391 -3.606 1.831 0.1 -0.7 -0.3 -0.01
C -0.658 -2.866 2.140 -1.1 0.4 0.2 0.00
N -1.973 -3.277 1.875 0.4 0.1 0.1 0.00
C -3.120 -2.523 2.361 0.5 -0.4 0.2 0.00
C -3.092 -1.064 2.079 -0.2 -0.4 0.2 0.03
O -4.182 -0.510 2.478 -1.0 1.1 -0.1 0.01
O -2.174 -0.507 1.524 0.6 0.2 0.2 -0.07
C -2.238 -4.507 1.286 -0.2 0.0 -0.1 0.00
O -3.357 -4.930 1.070 0.5 0.2 0.2 0.00
N -1.103 -5.229 0.961 0.1 0.2 0.2 0.00
C 0.236 -4.910 1.198 -0.2 -0.2 -0.1 0.00
O 1.132 -5.661 0.900 0.0 -0.1 0.1 0.00
H -0.537 -1.895 2.599 -0.1 0.0 0.0 0.01
H -3.281 -2.663 3.428 0.0 -0.1 0.2 0.00
H -3.992 -2.898 1.855 -0.4 -0.3 -0.2 0.00
H -1.277 -6.128 0.542 0.0 -0.1 -0.1 0.00
N -4.341 2.159 1.596 0.1 -0.3 0.4 0.01
C -3.383 2.997 2.356 -0.4 -0.1 -0.4 0.01
C -2.036 2.311 2.349 0.9 0.0 -0.7 0.01
O -1.651 1.777 3.370 0.3 0.0 -0.2 0.00
O -1.397 2.341 1.175 -1.0 0.8 2.1 0.05
H -5.275 2.540 1.632 -0.1 0.1 0.1 0.00
H -4.307 0.453 2.129 0.4 -0.3 0.3 0.00
H -4.087 2.116 0.621 0.2 0.0 -0.4 0.03
H -3.711 3.047 3.383 -0.2 0.1 0.2 0.00
H -3.291 4.001 1.948 0.0 0.2 -0.1 0.00



14
Properties=species:S:1:pos:R:3:forces:R:3:mulliken_charge:R:1 method="wB97M-V/def2-TZVPD" e_lumo_ev=4.28 e_homo_ev=-2.475 total_charge=-1 homo_lumo_gap_ev=6.8
C 1.997 -0.454 -1.107 -0.5 1.3 -3.4 -0.73
S 1.755 1.320 -0.553 0.5 -0.6 -0.5 -0.70
H 2.106 -0.992 -0.217 -0.4 -1.5 1.0 0.13
H 2.908 -0.655 -1.734 -0.2 0.6 0.8 0.27
H 1.208 -0.788 -1.926 0.8 0.3 2.2 0.14
N -1.485 1.355 0.155 1.8 0.7 0.3 -0.59
C -1.411 -0.083 0.209 -3.0 1.1 3.1 -0.47
N -0.837 -0.799 1.347 1.8 -0.2 0.9 -0.67
H -0.513 1.711 0.237 0.0 -0.5 -1.3 0.19
H -1.759 1.757 1.020 -1.5 -0.1 1.2 0.19
H -1.054 -0.396 -0.658 2.6 -1.3 -3.7 0.39
H -2.436 -0.439 0.110 -0.6 0.1 0.4 0.32
H -0.457 -0.188 2.120 -0.6 -0.7 -1.6 0.25
H -0.022 -1.348 0.998 -0.7 0.8 0.6 0.28



no.,E_tot (a.u.),largest force on an atom (eV/A)
1,-7359.905644,4.20
2,-329.390611,4.48
3,-348.093881,2.07
4,-4653.364957,2.46
5,-589.278141,4.72